Computed, not measured: C16H27NO4 in the gas phase in a non-equilibrium geometry, with wB97M-V/def2-TZVPD.

Each line ends with the natural charge from an NBO analysis.
Geometry (Å):
N -1.725637 1.782938 2.722407  -0.843
C -1.731410 0.429040 2.374896  0.625
O -2.282410 -0.372683 2.931052  -0.554
C -0.807979 0.160408 1.322013  0.149
C -0.926191 -1.012160 0.877730  -0.164
C 0.115698 -1.422554 -0.216123  -0.285
C -0.541870 -2.457773 -1.081233  -0.215
C -1.934964 -2.005551 -1.705053  -0.397
C -2.615248 -2.994778 -2.588192  -0.378
C -1.897643 -3.463014 -3.671662  -0.420
C -0.424115 -4.070233 -3.161590  -0.358
C 0.154806 -2.925694 -2.294968  -0.397
C 0.543347 -0.184118 -0.836790  -0.404
C 0.991893 1.015467 -0.070365  0.377
O 1.342199 2.027019 -0.709258  -0.531
C 2.537217 2.968705 -0.160907  0.047
C 1.920117 3.807691 1.116017  -0.405
C 2.109518 3.009388 2.426067  -0.388
C 1.729611 3.692567 3.782986  -0.101
O 0.328525 3.830989 3.583228  -0.725
O -0.019612 1.437695 0.667960  -0.522
H -1.434006 2.410364 2.097014  0.395
H -2.582864 2.047697 3.386047  0.397
H -1.398526 -1.927621 1.270157  0.266
H 1.152988 -1.869081 -0.115151  0.236
H -0.779957 -3.164094 -0.573176  0.180
H -2.543504 -1.517745 -0.818666  0.213
H -1.849484 -1.110504 -2.305157  0.198
H -3.604512 -2.850749 -2.790285  0.221
H -2.644665 -3.890662 -1.636166  0.144
H -2.279859 -4.360349 -4.161549  0.223
H -1.472023 -2.697933 -4.323870  0.207
H 0.052903 -4.293159 -4.072727  0.206
H -0.434595 -5.053917 -2.335538  0.179
H 1.181249 -3.282415 -1.941613  0.199
H 0.616821 -2.107737 -3.190498  0.198
H 1.254023 -0.184197 -1.848180  0.239
H -0.491054 0.266342 -1.449936  0.175
H 1.860062 0.438666 0.458897  0.085
H 3.373082 2.289370 0.119712  0.184
H 2.776885 3.553366 -0.775135  0.134
H 2.154037 4.633524 1.220607  0.167
H 0.889087 3.787980 1.033867  0.234
H 3.343052 2.746083 2.689780  0.167
H 1.611738 1.849814 2.596160  0.212
H 2.045933 4.841518 3.621596  0.160
H 2.290327 3.275488 4.700243  0.196
H 0.047012 2.916602 3.835352  0.474

Forces on the atoms, in the same order (eV/Å):
N -4.596 -2.620 5.282
C 4.158 9.303 -2.055
O -5.189 -6.770 4.785
C 1.079 5.440 -1.085
C 4.596 -5.979 -2.938
C 0.810 -0.554 -0.218
C -0.937 9.031 -8.722
C -0.475 3.501 2.238
C -0.402 -2.849 7.806
C 5.664 -3.875 -1.906
C -3.012 -0.023 4.069
C 6.197 -0.027 -3.577
C -2.387 3.725 -8.973
C 1.961 -7.209 2.690
O 5.325 7.264 -4.349
C -6.135 -9.177 11.134
C -2.424 -16.984 -1.454
C 4.189 -3.769 3.617
C 1.594 3.715 -3.575
O -0.664 -1.889 2.742
O -5.435 -3.225 5.710
H 1.304 3.040 -2.898
H 2.739 -0.563 -2.132
H -0.411 1.365 0.351
H -1.072 -0.308 1.997
H -2.464 -8.889 6.442
H 0.361 -1.601 -1.623
H 0.878 0.557 -0.291
H -2.734 1.035 -0.311
H -0.443 1.360 -3.025
H -0.661 0.675 -0.486
H -0.753 0.104 -0.495
H 1.322 -0.363 -0.604
H -0.557 2.396 -2.814
H -0.817 0.156 -0.371
H -1.913 -1.471 2.923
H -1.337 -0.791 2.828
H 2.469 -0.951 1.525
H -0.479 1.520 0.685
H -0.772 0.413 -0.055
H 3.017 8.114 -9.882
H 4.887 14.184 1.437
H -2.190 0.112 -0.893
H -2.982 0.607 -1.360
H 1.195 3.282 -1.354
H -0.047 -2.395 0.914
H -1.728 0.346 -1.136
H -0.730 1.038 -0.592

Computed properties:
ΔE to the lowest compared entry with this formula, charge and spin   362.7 kcal/mol
HOMO energy   -9.3 eV
Lowest unoccupied orbital energy   0.7 eV
Molar mass   297.395 g mol⁻¹


Computed, not measured: C16H27O2P in the gas phase in a non-equilibrium geometry, with wB97M-V/def2-TZVPD.

Each line ends with the natural charge from an NBO analysis.
Geometry (Å):
C 0.118191 2.024922 -4.558731  -0.604
C 1.420449 2.474107 -3.979955  -0.387
C 2.015179 1.474553 -2.987081  -0.386
C 1.113386 1.317925 -1.730649  -0.393
C 1.732621 0.319679 -0.749909  -0.804
P 0.589234 -0.012532 0.613705  2.146
O -0.734804 0.656067 0.352609  -1.117
C 1.239165 0.692561 2.158219  -0.779
C 0.212463 1.371858 3.033655  -0.389
C -0.746527 0.339010 3.713734  -0.394
C -1.753957 1.084871 4.620511  -0.392
C -2.794118 0.199444 5.305361  -0.602
O 0.439384 -1.654759 0.787220  -0.768
C -0.062360 -2.369795 -0.258436  0.273
C 0.679626 -3.429588 -0.765217  -0.252
C 0.217236 -4.211905 -1.807603  -0.206
C -0.946772 -3.870564 -2.499980  -0.225
C -1.713008 -2.792204 -2.059753  -0.187
C -1.237423 -2.051897 -0.945619  -0.264
H -0.630980 1.964896 -3.774267  0.203
H 0.208643 1.030125 -4.981392  0.200
H -0.207764 2.758009 -5.228805  0.209
H 1.244991 3.395076 -3.455925  0.192
H 2.149337 2.649996 -4.764733  0.197
H 3.012728 1.858834 -2.695201  0.195
H 2.165558 0.498812 -3.490169  0.193
H 1.008319 2.266551 -1.257221  0.209
H 0.124628 0.926791 -2.045603  0.229
H 1.963954 -0.639371 -1.267624  0.248
H 2.663429 0.681848 -0.321524  0.235
H 1.689461 -0.137809 2.675953  0.237
H 2.014756 1.411570 1.897534  0.242
H -0.413095 2.060201 2.478187  0.227
H 0.768259 1.989716 3.745031  0.203
H -0.107844 -0.339079 4.315647  0.188
H -1.283744 -0.247232 2.942098  0.217
H -2.292123 1.787845 3.997797  0.200
H -1.182638 1.593889 5.414244  0.191
H -3.508471 -0.199063 4.582088  0.202
H -2.362682 -0.646973 5.817307  0.200
H -3.384723 0.769392 6.027034  0.206
H 1.592270 -3.694036 -0.249643  0.218
H 0.776444 -5.067592 -2.094786  0.214
H -1.269263 -4.436137 -3.378901  0.214
H -2.644570 -2.528559 -2.524286  0.217
H -1.882844 -1.269452 -0.604921  0.249

Forces on the atoms, in the same order (eV/Å):
C -0.002 -0.889 1.163
C 0.607 -0.657 0.431
C 0.041 0.212 0.347
C 0.583 -1.389 -1.321
C 0.046 -1.067 -0.210
P -2.616 1.406 -0.249
O 1.042 -0.840 0.043
C 0.271 -0.626 -0.519
C -0.979 -0.735 0.337
C 0.466 0.736 0.326
C 0.462 -0.882 0.267
C -0.367 0.156 -0.354
O 0.627 1.334 0.826
C -0.563 -0.429 -2.234
C 0.135 -0.382 0.777
C -0.561 0.802 -0.246
C -0.374 0.039 -0.104
C 1.766 -0.132 1.181
C -1.019 -0.366 -0.284
H -0.191 -0.047 0.080
H -0.106 -0.057 -0.460
H -0.705 0.767 -1.451
H 0.134 0.728 0.228
H 0.115 0.168 -0.191
H -0.340 -0.349 0.034
H -0.071 0.321 0.299
H -0.371 0.783 0.340
H 0.504 0.433 0.372
H -0.119 0.541 0.266
H 0.220 0.081 -0.035
H 0.537 -0.234 0.540
H 0.187 -0.150 -0.220
H 0.019 0.109 -0.423
H -0.198 -0.260 0.340
H -0.485 0.071 -0.213
H 0.351 0.275 0.313
H 0.047 0.526 0.000
H -0.191 0.200 -0.421
H 0.054 -0.047 -0.085
H 0.293 -0.250 0.239
H 0.114 0.003 0.006
H 0.140 -0.047 -0.018
H 0.450 -0.543 -0.302
H 0.150 0.036 0.400
H -0.155 0.142 -0.123
H 0.054 0.508 0.310

Computed properties:
HOMO energy   -9.0 eV
Lowest unoccupied orbital energy   0.9 eV
Molar mass   282.364 g mol⁻¹


Computed, not measured: a molecular structure, C16H28BBaF4NO8 in a non-equilibrium geometry, with wB97M-V/def2-TZVPD.

Each line ends with the Löwdin charge.
Geometry (Å):
Ba 0.447745 2.075523 0.599111  2.155
B 0.591703 -0.742087 1.528295  -1.401
F -0.139069 0.223247 2.239439  -0.023
F 0.239855 -2.007637 1.951058  0.158
F 0.308797 -0.545789 0.174324  0.026
F 1.957956 -0.553792 1.789620  0.122
C 2.647373 -0.453964 -2.600718  -0.043
C 2.456807 1.022471 -2.723449  -0.757
O 1.576505 1.567895 -1.948314  -0.267
O 3.014680 1.635120 -3.650285  -0.021
H 2.247127 -0.953280 -1.712007  0.056
H 3.697642 -0.766614 -2.639078  0.079
H 2.217799 -1.033596 -3.423482  0.080
C -0.448527 -3.446816 -1.368549  -0.049
C -1.781897 -3.188259 -1.061763  -0.077
C -2.761521 -3.901537 -1.721471  -0.017
C -2.463059 -4.749090 -2.765693  -0.147
C -1.135589 -4.912298 -3.165691  0.005
C -0.129086 -4.275596 -2.443317  -0.051
N -3.538363 -5.437365 -3.482764  -0.367
O -4.657218 -5.378747 -3.044725  0.087
O -3.208849 -6.015836 -4.497643  0.075
H 0.320252 -2.870277 -0.871172  0.100
H -2.053913 -2.506670 -0.268836  0.107
H -3.760469 -3.787295 -1.316947  0.121
H -0.870463 -5.525173 -4.012125  0.116
H 0.908262 -4.465433 -2.677729  0.108
C -2.478604 3.188463 2.451439  -0.088
O -2.318698 2.156763 1.490818  -0.313
C -3.304518 2.145749 0.472944  -0.191
C -3.122401 0.953668 -0.460814  -0.174
O -1.830097 1.029749 -1.046248  -0.306
C -1.595924 0.272902 -2.231281  -0.056
H -3.463298 3.130861 2.920690  0.099
H -2.372484 4.160451 1.958967  0.096
H -1.738041 3.071535 3.239860  0.088
H -3.171989 3.043905 -0.142664  0.134
H -4.328130 2.122936 0.854935  0.136
H -3.812774 0.986153 -1.310935  0.136
H -3.223205 0.001853 0.073552  0.136
H -1.849086 -0.769176 -2.020867  0.074
H -0.526831 0.362971 -2.415829  0.077
H -2.183071 0.628006 -3.082257  0.100
C 1.311373 1.789273 4.454480  -0.084
O 1.277681 2.823569 3.475441  -0.259
C 2.573859 3.375935 3.272611  -0.192
C 3.539620 2.508263 2.467491  -0.201
O 2.978523 2.161749 1.198999  -0.412
C 3.907456 1.345608 0.457440  -0.059
H 0.337628 1.338651 4.643607  0.094
H 1.617095 2.155330 5.439250  0.098
H 1.962612 0.988099 4.103552  0.091
H 2.978687 3.835814 4.171866  0.136
H 2.417601 4.195901 2.556441  0.126
H 3.876655 1.660771 3.077666  0.131
H 4.478209 3.011120 2.210413  0.137
H 3.350001 0.807612 -0.303019  0.064
H 4.314234 0.571642 1.110119  0.100
H 4.713438 1.936769 0.025244  0.110

Forces on the atoms, in the same order (eV/Å):
Ba -0.104 -0.179 -1.662
B 0.656 -2.273 0.899
F -0.471 0.701 0.610
F -0.304 0.028 -0.224
F 0.058 0.174 -0.472
F -0.003 0.613 -0.284
C 0.720 -2.067 0.362
C -0.931 1.719 -1.397
O -0.097 -0.092 1.314
O 0.047 -0.762 0.957
H -0.185 0.573 0.178
H 0.064 0.450 -0.048
H -0.212 0.543 -0.257
C -0.072 0.808 -0.549
C 0.742 -0.700 -0.042
C -0.968 0.285 0.767
C 0.913 0.360 0.100
C 0.027 0.044 0.177
C -0.432 -0.186 0.404
N 0.873 0.029 -0.315
O -0.670 0.045 0.315
O -0.186 -0.244 -0.227
H 0.090 -0.237 0.163
H 0.094 -0.025 0.084
H -0.187 -0.164 -0.573
H -0.189 -0.122 -0.036
H 0.012 0.083 -0.172
C -0.431 0.035 -0.228
O 0.248 -0.482 0.144
C 0.024 -0.013 -0.994
C 0.775 -0.163 -0.451
O 0.487 0.981 0.597
C -0.060 -0.446 0.534
H -0.062 0.046 -0.050
H -0.017 0.145 0.165
H 0.191 -0.097 -0.164
H -0.211 0.144 0.053
H 0.068 0.068 0.332
H -0.538 0.121 0.466
H -0.116 0.037 0.024
H 0.070 -0.037 -0.241
H -0.053 0.007 -0.182
H -0.024 0.175 0.096
C 0.016 -0.628 0.413
O 0.104 -0.238 0.071
C -0.187 1.017 -2.068
C 0.671 -0.258 0.551
O 0.428 -0.264 0.769
C -0.185 -0.640 0.120
H -0.210 0.301 -0.626
H 0.392 0.248 -0.194
H 0.056 -0.070 0.226
H 0.235 -0.421 0.200
H -0.325 0.280 0.423
H -0.401 -0.503 -0.505
H -0.130 0.604 0.524
H -0.042 0.331 -0.196
H 0.063 0.133 0.145
H -0.119 0.183 -0.022

Computed properties:
HOMO energy   -7.9 eV
Lowest unoccupied orbital energy   -0.6 eV
Molar mass   586.531 g mol⁻¹


Q: HOMO energy of number 1 (C16H27NO4)?
A: -9.3 eV